2 unconnected molecules or ions with the total composition C9H9Cl2NO. Source: the OMol25 dataset; level of theory: wB97M-V/def2-TZVPD.

Structure (XYZ):
```
22
Properties=species:S:1:pos:R:3:forces:R:3:nbo_charge:R:1
C -2.752 -0.395 0.233 0.4 1.3 -0.4 -0.199
C -2.242 0.963 0.459 -2.0 -4.3 0.2 -0.210
C -2.292 -1.200 -0.878 -2.1 2.9 3.3 -0.212
C -1.349 1.425 -0.412 1.3 -1.7 -2.0 -0.207
C -1.393 -0.622 -1.725 1.0 0.7 1.2 -0.201
C -0.843 0.646 -1.463 -1.4 -0.1 -1.1 -0.098
C 1.694 0.247 -1.100 -3.5 1.3 -2.9 0.682
C 2.365 0.700 1.134 0.2 -1.8 -0.8 -0.270
C 0.271 1.158 -2.316 2.6 -1.9 2.9 -0.158
N 1.967 -0.910 -1.351 -0.2 -0.3 -1.8 -0.751
O 1.665 1.072 -0.130 1.2 0.8 3.0 -0.515
Cl 0.640 2.843 -2.269 -0.2 0.7 0.1 0.027
Cl 0.419 0.547 -3.893 -0.1 -0.6 -0.8 0.062
H -3.542 -0.719 0.924 0.5 -0.2 -0.4 0.207
H -2.478 1.489 1.356 -0.4 0.3 0.3 0.214
H -2.765 -2.148 -0.983 0.2 -0.7 -0.4 0.219
H -0.806 2.258 -0.241 1.2 3.0 0.6 0.214
H -0.907 -1.315 -2.322 0.8 -0.7 -2.0 0.225
H 2.639 -0.472 1.132 -0.7 2.9 0.2 0.193
H 1.745 1.016 1.973 -0.4 -0.5 -0.3 0.210
H 3.240 1.334 1.197 0.4 -0.3 -0.3 0.202
H 2.419 -1.522 -0.739 0.9 -0.9 1.2 0.366
```
Forces are in eV/Å.

HOMO level, eV: -8.12
Net charge: 0
Energy relative to the best compared isomer or geometry (same formula, charge and spin), eV: 3.364
Orbital gap, eV: 8.6
LUMO energy, eV: 0.47

---

A molecular structure, C6H12O. Source: the OMol25 dataset; level of theory: wB97M-V/def2-TZVPD.

Structure (XYZ):
```
19
Properties=species:S:1:pos:R:3:forces:R:3:nbo_charge:R:1
C -1.527 0.316 -0.133 1.7 -1.7 1.5 -0.346
C -1.255 1.640 -0.835 -1.7 -0.2 -0.4 -0.610
O 0.977 1.406 -0.181 1.3 0.1 0.7 -0.586
C 0.929 0.677 0.785 1.5 1.1 -0.2 0.436
C -0.400 -0.871 0.810 -1.3 0.1 -0.7 -0.429
C 1.170 -0.783 0.748 -0.5 0.5 -0.3 -0.334
C 1.768 -1.294 -0.553 -0.1 0.1 -0.1 -0.610
H -2.325 0.508 0.595 0.2 -0.4 -0.1 0.202
H -1.875 -0.357 -0.927 0.0 -0.1 0.5 0.195
H -2.326 1.602 -1.129 0.2 1.3 -0.7 0.209
H -1.096 2.549 -0.244 0.1 -0.6 -0.1 0.222
H -0.657 1.647 -1.755 -0.1 -0.2 0.6 0.228
H 0.584 1.027 1.782 0.1 0.2 -0.2 0.115
H -0.734 -1.710 0.228 0.0 -0.7 0.2 0.221
H -0.698 -0.967 1.866 -0.3 0.3 -0.6 0.216
H 1.737 -1.146 1.632 -0.9 0.1 -0.3 0.223
H 2.753 -0.857 -0.752 -0.2 0.0 0.1 0.221
H 1.867 -2.387 -0.564 -0.1 0.2 0.1 0.210
H 1.110 -1.000 -1.373 0.1 0.0 -0.1 0.217
```
Forces are in eV/Å.

HOMO level, eV: -9.22
Net charge: 0
Energy relative to the best compared isomer or geometry (same formula, charge and spin), eV: 3.287
Orbital gap, eV: 10.2
LUMO energy, eV: 1.00

---

A gas-phase ion, C8H11O (charge +1). Source: the OMol25 dataset; level of theory: wB97M-V/def2-TZVPD.

Structure (XYZ):
```
20
Properties=species:S:1:pos:R:3:forces:R:3:nbo_charge:R:1
C 0.081 -1.434 -0.084 2.0 -0.7 -0.7 -0.131
C -1.222 -1.204 0.051 0.5 1.0 0.8 -0.248
C 1.216 -0.448 -0.171 -1.5 0.6 0.2 -0.191
C 1.098 0.815 -0.109 -0.5 1.4 0.0 0.596
C -1.895 0.195 0.167 1.4 -2.9 0.0 0.603
C 2.630 -0.920 -0.239 -0.5 -4.1 -0.4 -0.609
C 1.417 2.189 0.126 -1.6 -1.6 3.3 -0.741
C -3.326 0.111 -0.100 -1.5 -0.2 0.7 -0.732
O -1.238 1.119 0.559 0.9 1.2 -0.4 -0.513
H 0.674 -2.387 -0.222 -1.9 0.3 0.6 0.246
H -1.904 -1.969 0.373 0.0 -0.7 -0.6 0.244
H 3.415 -0.278 0.080 0.4 0.7 -0.3 0.255
H 2.740 -1.473 -1.218 0.4 1.3 0.6 0.265
H 2.660 -1.838 0.435 0.0 1.2 -0.2 0.257
H 0.809 2.439 1.128 1.7 0.1 -2.3 0.323
H 1.441 2.851 -0.676 -0.9 1.2 -1.4 0.277
H 2.470 2.018 0.308 0.8 0.2 0.9 0.304
H -3.863 0.380 0.848 0.3 0.0 -0.9 0.279
H -3.580 -0.938 -0.346 -0.1 0.8 0.0 0.240
H -3.623 0.772 -0.912 -0.1 0.1 0.1 0.276
```
Forces are in eV/Å.

HOMO level, eV: -14.12
Net charge: +1
Energy relative to the best compared isomer or geometry (same formula, charge and spin), eV: 0.630
Orbital gap, eV: 9.0
LUMO energy, eV: -5.12

---

A single C7H11P molecule. Source: the OMol25 dataset; level of theory: wB97M-V/def2-TZVPD.

Structure (XYZ):
```
19
Properties=species:S:1:pos:R:3:forces:R:3:nbo_charge:R:1
C -2.239 -1.056 -1.129 2.8 -1.8 1.0 -0.612
C -1.902 -0.944 0.362 1.3 0.7 1.5 -0.450
C -1.149 0.391 0.589 -0.7 1.4 -0.2 -0.154
C 0.152 0.603 0.310 -1.3 -0.2 0.1 -0.367
C 0.898 1.896 0.294 2.8 -1.9 1.2 -0.633
P 0.963 -0.925 -0.123 3.4 -0.2 -0.2 0.653
C 2.754 -0.367 -0.518 0.2 -0.3 1.2 -0.418
C 2.664 -0.719 0.744 -1.3 -0.2 -1.5 -0.418
H -2.120 -0.108 -1.509 -0.4 2.2 -1.2 0.210
H -1.390 -1.609 -1.621 -1.0 0.1 0.3 0.216
H -3.168 -1.484 -1.350 -1.3 -0.7 -0.3 0.213
H -1.077 -1.627 0.734 -1.7 -0.3 -0.5 0.220
H -2.807 -1.017 1.013 0.9 0.0 -0.4 0.219
H -1.744 1.298 0.840 0.2 -0.7 -0.1 0.191
H 1.227 2.112 -0.713 0.2 0.0 -0.4 0.220
H 1.909 1.670 0.912 -2.3 1.1 -1.3 0.221
H 0.370 2.737 0.641 -0.7 0.9 0.8 0.218
H 3.553 0.018 -1.194 -1.0 -0.4 0.4 0.235
H 3.108 -0.867 1.719 0.2 0.1 -0.3 0.236
```
Forces are in eV/Å.

HOMO level, eV: -8.43
Net charge: 0
Energy relative to the best compared isomer or geometry (same formula, charge and spin), eV: 1.915
Orbital gap, eV: 9.6
SMILES: CC/C=C(/C)P1C=C1
LUMO energy, eV: 1.16

---

- Which value of energy relative to the best compared isomer or geometry (same formula, charge and spin) does entry 2 give?
  3.287 eV